9 unconnected molecules or ions with the total composition C36H87N9O6 in a non-equilibrium geometry, computed with the ωB97M-V functional and the def2-TZVPD basis.

HOMO energy in hartree: -0.288
Relative energy (zero: lowest compared OMol25 entry of this formula, charge and spin) in kcal/mol: 118.2
SMILES: CCN(CC)CC.CCN(CC)CC.CCN(CC)CC.CNC(C)=O.CNC(C)=O.CNC(C)=O.CNC(C)=O.CNC(C)=O.CNC(C)=O
Orbital gap in eV: 7.980

Structure (XYZ):
```
138
Properties=species:S:1:pos:R:3:lowdin_charge:R:1
C 4.29929 4.85923 -2.83332 -0.085
C 5.85339 4.53705 -2.73777 -0.209
N 6.28718 4.53331 -1.33807 -0.217
C 5.74577 5.46447 -0.36726 -0.247
C 6.81089 5.65098 0.79684 -0.067
C 6.30767 3.13939 -0.84404 -0.254
C 4.91973 2.61299 -0.46631 -0.084
H 4.13747 5.91839 -3.03355 0.060
H 3.65639 4.46590 -2.04587 0.058
H 4.01413 4.39101 -3.77541 0.058
H 5.95816 3.56286 -3.21533 0.099
H 6.53158 5.18744 -3.29019 0.105
H 5.64518 6.38093 -0.94872 0.109
H 4.74081 5.24555 -0.00640 0.092
H 6.70488 4.78562 1.45107 0.055
H 7.85380 5.56730 0.49118 0.067
H 6.73437 6.63820 1.25251 0.062
H 6.93591 3.02379 0.03917 0.096
H 6.84485 2.52176 -1.56380 0.107
H 4.95964 1.63215 0.00746 0.072
H 4.33751 2.55513 -1.38597 0.060
H 4.47142 3.29498 0.25618 0.062
C -0.09402 -2.62572 -1.74961 -0.071
C -1.37033 -2.17049 -0.89814 -0.213
N -0.96761 -0.87349 -0.27509 -0.207
C -0.87188 0.27702 -1.26946 -0.201
C -2.26790 0.78087 -1.78212 -0.085
C -1.83588 -0.66426 0.91372 -0.240
C -1.48902 0.72925 1.55857 -0.097
H 0.30435 -1.82776 -2.37622 0.046
H -0.34111 -3.58691 -2.20036 0.059
H 0.78700 -2.80099 -1.13220 0.062
H -2.24123 -1.96345 -1.52004 0.091
H -1.65868 -2.83548 -0.08405 0.102
H -0.46025 1.13366 -0.73577 0.090
H -0.17406 0.06882 -2.08049 0.090
H -2.81820 1.24803 -0.96540 0.049
H -2.08142 1.58892 -2.48950 0.066
H -3.00174 0.07320 -2.16784 0.060
H -1.35215 -1.37054 1.58846 0.105
H -2.91347 -0.79960 0.82114 0.109
H -0.42911 0.95050 1.68408 0.076
H -2.03528 0.97789 2.46845 0.063
H -1.91139 1.53666 0.96043 0.043
C 7.84711 -3.06332 -4.91049 -0.079
C 8.22892 -2.77258 -6.42033 -0.247
N 7.08258 -2.78801 -7.32431 -0.209
C 7.36309 -2.21784 -8.65306 -0.231
C 7.43481 -0.66475 -8.50680 -0.082
C 6.27668 -4.03915 -7.28112 -0.219
C 4.78879 -3.78799 -7.67897 -0.098
H 7.56534 -4.09168 -4.68422 0.057
H 6.98503 -2.44169 -4.66867 0.070
H 8.71341 -2.68128 -4.37042 0.064
H 8.66097 -1.77410 -6.48729 0.093
H 9.02719 -3.47169 -6.66954 0.105
H 8.31892 -2.62939 -8.97726 0.100
H 6.66362 -2.44979 -9.45622 0.105
H 8.13473 -0.16753 -9.17834 0.066
H 6.40709 -0.31160 -8.59152 0.068
H 7.77519 -0.34046 -7.52339 0.052
H 6.15619 -4.37342 -6.25067 0.092
H 6.66211 -4.79680 -7.96340 0.109
H 4.11018 -4.64007 -7.63974 0.063
H 4.67717 -3.58331 -8.74374 0.051
H 4.34695 -2.95619 -7.13035 0.071
C -4.92124 9.82748 -3.80141 -0.064
N -5.31488 8.54934 -4.35233 -0.018
C -6.06928 7.66586 -3.73956 -0.563
C -6.49495 6.57320 -4.67677 -0.012
O -6.23803 7.73133 -2.50465 0.016
H -4.15080 9.82569 -3.03037 0.084
H -5.77718 10.47905 -3.62547 0.093
H -4.38391 10.27319 -4.63850 0.079
H -5.03036 8.28242 -5.28395 0.135
H -5.64738 6.09588 -5.16860 0.084
H -7.02810 6.99145 -5.53053 0.080
H -7.18291 5.84361 -4.24957 0.086
C 1.18335 -7.60426 2.41389 -0.073
N 0.04370 -8.48942 2.37116 0.018
C 0.10766 -9.60440 1.70958 -0.621
C -1.07700 -10.43724 1.57316 -0.007
O 1.16081 -9.98089 1.16337 0.013
H 1.07891 -6.92248 3.25789 0.082
H 1.35375 -7.05294 1.48918 0.086
H 2.15442 -8.08181 2.54462 0.085
H -0.86299 -8.11201 2.60689 0.145
H -1.04058 -11.08747 2.44721 0.097
H -1.03795 -10.98326 0.63059 0.094
H -1.96100 -9.79972 1.55886 0.082
C -8.37992 -3.27657 -0.78420 -0.048
N -9.38704 -2.24497 -1.12253 0.017
C -9.79637 -1.93877 -2.32803 -0.622
C -10.76676 -0.73477 -2.38959 0.001
O -9.34212 -2.34844 -3.35121 0.060
H -7.83495 -3.68031 -1.63749 0.082
H -8.82889 -4.18229 -0.37651 0.076
H -7.62740 -2.91355 -0.08418 0.076
H -9.96373 -1.85759 -0.38941 0.129
H -10.10650 0.10323 -2.61300 0.083
H -11.27002 -0.58367 -1.43461 0.065
H -11.44894 -0.85437 -3.23127 0.080
C -3.58519 8.81547 3.05557 -0.060
N -3.07974 8.31460 1.78405 -0.009
C -1.79981 8.20438 1.50003 -0.573
C -1.49087 7.48905 0.17254 0.005
O -0.90287 8.64636 2.22803 0.019
H -4.66528 8.87932 3.18756 0.082
H -3.21986 9.81923 3.27258 0.085
H -3.18366 8.05979 3.73073 0.089
H -3.76382 8.06555 1.08397 0.135
H -1.37179 6.42556 0.37975 0.080
H -0.61761 7.99227 -0.24253 0.084
H -2.39290 7.50665 -0.43913 0.063
C 0.84751 -0.59528 13.02535 -0.065
N 0.56070 -0.89233 11.65329 -0.001
C 0.63704 -0.18580 10.56527 -0.538
C 0.39788 -0.90034 9.24575 -0.001
O 0.95055 1.05780 10.49646 -0.029
H 1.71437 -1.15220 13.38103 0.081
H 0.12358 -1.10281 13.66288 0.082
H 0.99495 0.45938 13.25788 0.095
H 0.19317 -1.83304 11.64385 0.136
H 1.36063 -1.09972 8.77519 0.089
H -0.33090 -0.28854 8.71406 0.089
H 0.00755 -1.87034 9.55371 0.061
C -2.70142 -8.20862 7.62624 -0.040
N -3.10851 -6.78247 7.65733 0.005
C -3.77247 -6.27202 6.65232 -0.597
C -4.63502 -5.05633 6.98013 -0.008
O -3.77212 -6.68438 5.50014 0.029
H -3.00123 -8.70265 8.55044 0.075
H -1.61887 -8.14041 7.73365 0.080
H -3.12435 -8.73208 6.76879 0.089
H -2.94908 -6.27561 8.51626 0.140
H -5.60645 -5.00633 6.48828 0.082
H -4.08798 -4.13720 6.77029 0.079
H -4.87029 -5.05941 8.04443 0.065
```